No. 1
ORCA calculation (ωB97M-V with the def2-TZVPD basis set) on a molecular structure, C27H28Cl2IrN3O2S2.

Computed properties:
* HOMO-LUMO gap (alpha / beta): 7.52 / 5.64 eV
* HOMO energy (alpha / beta): -0.61262 / -0.61286 hartree
* <S²>: 0.775
* electronic energy: -3180.60452 a.u.
* strongest force on any atom: 3.6 eV Å⁻¹
* multiplicity: 2
* ΔE to the lowest compared entry with this formula, charge and spin: 1.222 eV
* net charge: +3
* E_LUMO (alpha / beta): -9.15 / -11.03 eV

CARTESIAN COORDINATES (ANGSTROEM)
1 Ir -0.043 -0.221 0.337
2 Cl -0.638 3.569 -2.975
3 Cl -3.002 6.032 1.122
4 S 1.583 -1.094 -1.197
5 S 3.016 0.226 1.632
6 O 1.466 0.281 1.694
7 O -0.278 1.399 -0.983
8 N -1.103 1.294 1.486
9 N -1.439 -1.086 -1.078
10 N -0.105 -2.295 0.989
11 C -2.007 3.527 1.361
12 C -2.228 4.672 0.507
13 C -0.886 2.432 -0.555
14 C 4.119 -3.007 4.600
15 C 2.438 -1.587 3.630
16 C 2.799 -2.583 4.528
17 C -1.453 1.234 2.767
18 C 2.034 -2.584 -0.271
19 C -2.394 3.438 2.707
20 C 4.900 3.694 2.095
21 C 4.602 4.035 3.406
22 C -1.150 3.580 -1.362
23 C 4.391 2.521 1.556
24 C -0.870 -1.033 -2.450
25 C 5.093 -2.422 3.800
26 C 3.426 -1.008 2.843
27 C 0.848 -3.264 0.364
28 C 0.486 -1.717 -2.519
29 C -1.907 -2.441 -0.662
30 C -1.359 2.429 0.801
31 C 4.752 -1.416 2.910
32 C -2.102 2.290 3.410
33 C 3.601 1.709 2.361
34 C -1.526 -2.688 0.784
35 C 3.295 2.034 3.681
36 C -1.809 4.669 -0.822
37 C 3.802 3.211 4.197
38 H 0.300 -3.845 -0.375
39 H 6.120 -2.757 3.862
40 H -2.902 4.265 3.186
41 H -2.986 -2.530 -0.781
42 H -0.766 0.012 -2.723
43 H 0.448 -2.803 -2.441
44 H 2.694 1.375 4.294
45 H 2.735 -2.236 0.485
46 H 2.053 -3.024 5.176
47 H 2.579 -3.255 -0.936
48 H 4.618 2.237 0.536
49 H -1.219 0.323 3.299
50 H -1.685 -3.735 1.053
51 H 5.003 4.949 3.823
52 H 0.071 -2.265 1.991
53 H -2.139 -2.072 1.442
54 H 1.205 -3.971 1.115
55 H 0.956 -1.472 -3.471
56 H 5.528 4.334 1.491
57 H -1.995 5.537 -1.441
58 H 1.417 -1.234 3.560
59 H -1.551 -1.501 -3.166
60 H 5.511 -0.951 2.290
61 H -2.378 2.191 4.450
62 H 4.391 -3.806 5.278
63 H 3.589 3.483 5.222
64 H -1.456 -3.177 -1.325
65 H -2.227 -0.445 -1.039

---

No. 2
ORCA calculation (ωB97M-V with the def2-TZVPD basis set) on 2 unconnected molecules or ions with the total composition C7H16N5O2S.

Computed properties:
* HOMO-LUMO gap: 4.97 eV
* HOMO energy: -0.40883 hartree
* electronic energy: -1098.16422 a.u.
* strongest force on any atom: 12.4 eV Å⁻¹
* net charge: +1
* E_LUMO: -6.16 eV

CARTESIAN COORDINATES (ANGSTROEM)
1 S 2.080 1.113 3.732
2 O 2.664 -0.089 3.052
3 O -1.718 1.937 0.750
4 N -1.101 2.195 -3.685
5 N -0.797 -2.284 -2.382
6 N -2.538 1.024 -1.701
7 N -1.465 0.261 -2.135
8 N -0.720 -1.385 -0.204
9 C -0.570 0.849 -3.246
10 C 0.731 -1.860 -0.424
11 C 0.667 -2.512 -1.959
12 C 0.596 1.590 2.813
13 C -1.073 -0.959 -1.641
14 C -2.245 1.528 -0.435
15 C 1.205 0.533 5.205
16 H 1.219 -1.755 -2.696
17 H -0.063 0.728 2.693
18 H 0.900 1.954 1.828
19 H 0.554 0.881 -2.848
20 H -1.165 -2.279 0.100
21 H -0.344 2.827 -4.053
22 H -1.285 -3.104 -1.919
23 H 1.940 0.147 5.916
24 H 0.076 2.389 3.348
25 H 1.286 -0.803 -0.459
26 H -1.827 2.014 -4.419
27 H 0.665 1.366 5.661
28 H -0.555 0.031 -4.113
29 H 1.235 -2.501 0.418
30 H 1.137 -3.570 -2.133
31 H 0.508 -0.265 4.937

---

No. 3
ORCA calculation (ωB97M-V with the def2-TZVPD basis set) on a molecular structure, C5H6O.

Computed properties:
* HOMO-LUMO gap: 8.15 eV
* HOMO energy: -0.27334 hartree
* electronic energy: -269.14517 a.u.
* strongest force on any atom: 4.4 eV Å⁻¹
* ΔE to the lowest compared entry with this formula, charge and spin: 5.471 eV
* E_LUMO: 0.72 eV

CARTESIAN COORDINATES (ANGSTROEM)
1 O -1.935 1.367 -0.117
2 C 1.581 -0.036 -0.003
3 C 0.413 -0.553 0.526
4 C -0.751 -0.831 -0.315
5 C -1.318 0.291 0.472
6 C 2.554 0.508 -0.453
7 H -0.553 -1.974 -0.005
8 H 0.423 -0.953 1.525
9 H -1.386 1.546 -0.880
10 H -0.653 -0.582 -1.391
11 H 3.412 0.985 -0.827
12 H -1.695 0.259 1.476

---

Q: electronic energy of number 1 (C27H28Cl2IrN3O2S2)?
A: -3180.60452 a.u.